(1)
{
  "formula": "C5H8O2",
  "method": "wB97M-V/def2-TZVPD",
  "elements": ["C", "C", "O", "C", "C", "C", "O", "H", "H", "H", "H", "H", "H", "H", "H"],
  "positions_angstrom": [[-1.4391, -0.5999, -0.1948], [-0.3917, 0.5200, -0.2203], [-1.0101, 1.7810, -0.2161], [0.6354, 0.4513, 0.8777], [1.5624, -0.5599, 0.2360], [1.0749, -0.0636, -1.2068], [1.5874, -0.0656, -2.2878], [-2.3202, -0.3726, 0.4341], [-1.7993, -0.7854, -1.2073], [-1.0198, -1.5297, 0.1991], [-1.9740, 1.6946, -0.1452], [1.1371, 1.4261, 0.9290], [0.1492, 0.2271, 1.8229], [2.5894, -0.5257, 0.6339], [1.2184, -1.5975, 0.3456]],
  "mulliken_charge": [-1.489, 0.911, -0.542, -0.744, -0.586, 0.300, -0.493, 0.478, 0.333, 0.322, 0.333, 0.299, 0.308, 0.344, 0.226],
  "energy_ha": -345.72685,
  "smiles": "C[C@@]1(O)CCC1=O",
  "relative_energy_kj_mol": 205.07,
  "mol_weight_g_mol": 100.12
}


(2)
{
  "formula": "C40H49Br2N3O2PSeSiSr",
  "method": "wB97M-V/def2-TZVPD",
  "elements": ["Sr", "C", "C", "C", "C", "C", "C", "C", "Br", "C", "O", "C", "C", "C", "C", "C", "C", "H", "H", "H", "H", "H", "H", "H", "H", "H", "H", "H", "H", "H", "H", "H", "H", "H", "H", "H", "H", "Br", "C", "C", "C", "C", "C", "C", "N", "N", "C", "C", "C", "C", "O", "C", "N", "C", "C", "C", "C", "H", "H", "H", "H", "H", "H", "H", "H", "H", "C", "Si", "C", "C", "Se", "H", "H", "H", "H", "H", "H", "H", "H", "H", "C", "P", "C", "C", "C", "C", "C", "C", "C", "H", "H", "H", "H", "H", "H", "H", "H", "H", "H", "H"],
  "positions_angstrom": [[-0.2443, 0.4151, -0.7750], [-1.1788, -7.6787, -3.0804], [0.2013, -7.0293, -3.1979], [1.1569, -7.7658, -2.2470], [0.6943, -7.2063, -4.6411], [0.1692, -5.5471, -2.8447], [-0.9849, -4.8863, -2.4574], [-0.9339, -3.5461, -2.1265], [-2.5438, -2.6780, -1.6097], [0.2448, -2.7783, -2.1414], [0.2247, -1.5249, -1.8101], [1.4272, -3.4608, -2.5618], [1.3448, -4.8000, -2.8896], [2.7466, -2.6942, -2.6657], [3.1461, -2.1259, -1.3016], [2.5955, -1.5620, -3.6893], [3.8981, -3.5872, -3.1370], [-1.1062, -8.7378, -3.3321], [-1.9000, -7.2244, -3.7593], [-1.5734, -7.6026, -2.0682], [1.1386, -8.8392, -2.4428], [0.8733, -7.6015, -1.2083], [2.1823, -7.4189, -2.3687], [0.7286, -8.2639, -4.9099], [1.6938, -6.7943, -4.7689], [0.0327, -6.6975, -5.3410], [-1.9356, -5.3938, -2.4136], [2.2457, -5.3010, -3.2033], [2.3895, -1.4520, -0.9017], [4.0873, -1.5806, -1.3823], [3.2877, -2.9326, -0.5801], [1.8091, -0.8656, -3.4009], [2.3426, -1.9724, -4.6686], [3.5339, -1.0129, -3.7894], [4.0772, -4.4170, -2.4555], [4.8118, -2.9943, -3.1808], [3.7213, -3.9928, -4.1318], [-1.0326, 4.9775, 6.2854], [-0.0770, 5.5426, 4.7475], [0.5366, 4.5871, 3.9426], [1.2342, 4.9888, 2.8261], [1.3202, 6.3399, 2.5166], [0.7224, 7.2891, 3.3340], [0.0027, 6.8946, 4.4498], [2.2109, 6.8472, 1.4755], [2.3190, 6.2920, 0.3785], [1.4054, 5.3027, -0.0690], [0.0435, 5.4279, 0.0672], [-0.8369, 4.4875, -0.4507], [-0.3852, 3.3140, -1.0637], [-1.1706, 2.4177, -1.5260], [1.0671, 3.1612, -1.1661], [1.5598, 1.9820, -1.6451], [2.8412, 1.8476, -1.8388], [3.7719, 2.8688, -1.5633], [3.3218, 4.0226, -0.9991], [1.9371, 4.1974, -0.7661], [0.4633, 3.5311, 4.1651], [1.6875, 4.2267, 2.2044], [0.8200, 8.3379, 3.0880], [-0.4774, 7.6273, 5.0831], [-0.3697, 6.2986, 0.5694], [-1.9031, 4.6369, -0.3677], [3.1811, 0.8819, -2.1947], [4.8213, 2.7124, -1.7680], [4.0042, 4.8158, -0.7212], [1.8082, -0.5730, 4.6268], [0.2600, -0.2894, 3.5839], [-0.2539, -1.9856, 2.9204], [-1.0987, 0.3086, 4.7617], [0.6511, 1.1980, 1.9849], [1.5873, -1.1534, 5.5201], [2.2361, 0.3777, 4.9356], [2.5640, -1.1025, 4.0536], [-0.2135, -2.7399, 3.7053], [0.4175, -2.3008, 2.1208], [-1.2673, -1.9798, 2.5179], [-1.0707, -0.2446, 5.6989], [-2.0925, 0.1882, 4.3408], [-0.9671, 1.3633, 4.9958], [-4.7624, 0.3792, -0.8886], [-3.2906, 0.7006, 0.1527], [-3.7538, -0.3261, 1.6050], [-3.6000, 2.3697, 0.8190], [-2.9195, 2.7648, 1.9680], [-3.0807, 4.0399, 2.4780], [-3.9183, 4.9452, 1.8440], [-4.5889, 4.5658, 0.6928], [-4.4277, 3.2869, 0.1832], [-4.7221, 0.9525, -1.8127], [-5.6922, 0.6098, -0.3641], [-4.7566, -0.6760, -1.1602], [-4.7243, -0.0446, 2.0140], [-2.9945, -0.2167, 2.3772], [-3.7739, -1.3747, 1.3078], [-2.2202, 2.0923, 2.4456], [-2.5385, 4.3294, 3.3660], [-4.0383, 5.9448, 2.2414], [-5.2388, 5.2672, 0.1837], [-4.9418, 3.0172, -0.7298]],
  "mulliken_charge": [2.113, -2.245, 2.125, -1.651, -1.644, -0.299, -0.226, -0.185, -0.325, -0.087, -0.979, -0.130, -0.018, 2.360, -1.677, -1.728, -2.361, 0.438, 0.399, 0.414, 0.465, 0.349, 0.321, 0.459, 0.307, 0.357, 0.520, 0.277, 0.161, 0.476, 0.328, 0.248, 0.334, 0.472, 0.406, 0.454, 0.395, -0.182, -0.076, -0.324, 0.064, 0.103, -0.513, -0.455, -0.617, -0.401, -0.469, -0.008, -0.453, -0.254, -1.085, 0.739, -0.512, -0.174, -0.829, -0.834, 1.438, 0.425, 0.353, 0.402, 0.420, 0.365, 0.674, 0.129, 0.432, 0.462, -1.197, 0.861, -1.028, -1.008, -0.525, 0.355, 0.272, 0.255, 0.346, 0.191, 0.219, 0.436, 0.311, 0.115, -1.643, 0.982, -0.723, 0.679, -0.233, -0.342, -0.687, -0.630, -0.461, 0.365, 0.426, 0.353, 0.435, -0.368, 0.445, -0.083, 0.397, 0.383, 0.365, 0.293],
  "energy_ha": -10079.67725,
  "relative_energy_kj_mol": 38.20,
  "mol_weight_g_mol": 989.30,
  "charge": -1
}


(3)
{
  "formula": "C2H4NO2P",
  "method": "wB97M-V/def2-TZVPD",
  "elements": ["C", "C", "N", "O", "O", "P", "H", "H", "H", "H"],
  "positions_angstrom": [[0.6892, 0.5373, 0.5604], [0.6160, -0.6601, -0.3509], [-1.0441, 1.1923, 0.3048], [-0.5567, -1.3837, 0.0463], [-1.5746, 0.7030, -0.9029], [-1.8678, -0.3568, 0.3054], [0.6304, 0.1558, 1.5080], [1.1486, 1.5098, 0.3150], [0.4018, -0.3809, -1.3577], [1.5572, -1.3167, -0.4284]],
  "mulliken_charge": [-0.482, -0.221, -0.249, -0.334, -0.273, 0.347, 0.367, 0.284, 0.260, 0.300],
  "energy_ha": -625.09366,
  "relative_energy_kj_mol": 361.29,
  "mol_weight_g_mol": 105.03
}


(4)
{
  "formula": "H28O14",
  "method": "wB97M-V/def2-TZVPD",
  "elements": ["O", "H", "H", "O", "H", "H", "O", "H", "H", "O", "H", "H", "O", "H", "H", "O", "H", "H", "O", "H", "H", "O", "H", "H", "O", "H", "H", "O", "H", "H", "O", "H", "H", "O", "H", "H", "O", "H", "H", "O", "H", "H"],
  "positions_angstrom": [[-4.2000, -18.2240, -4.8590], [-5.0830, -18.5630, -4.9800], [-4.3520, -17.2960, -4.8840], [-5.0510, -16.1110, -9.0980], [-5.7750, -16.3920, -8.5220], [-5.2570, -15.2260, -9.2640], [-2.7490, -15.9330, -7.8570], [-3.6610, -15.7800, -8.1680], [-2.1590, -15.3120, -8.2520], [-8.9870, -16.2370, -6.5300], [-9.8540, -16.4530, -6.8310], [-8.1970, -16.6850, -6.9160], [-7.0030, -17.6360, -7.7710], [-6.7270, -18.0920, -6.9730], [-7.7470, -18.2690, -8.0110], [-2.2940, -15.5360, -4.8100], [-1.9390, -16.3600, -5.1850], [-2.3980, -15.0850, -5.6420], [-3.0970, -12.9460, -6.2590], [-2.9480, -12.0640, -5.9570], [-3.9250, -12.9540, -6.7380], [-6.9260, -18.6490, -5.2030], [-7.1580, -17.8540, -4.7210], [-7.1550, -19.3600, -4.6080], [-7.4650, -13.7260, -2.3810], [-7.4030, -13.9720, -1.4450], [-6.7550, -14.0670, -2.8980], [-5.5760, -15.8070, -5.6890], [-6.3760, -15.5230, -5.2420], [-5.2930, -15.1130, -6.2950], [-7.7560, -16.5860, -3.6460], [-7.9000, -17.1280, -2.8400], [-8.0460, -15.7400, -3.3620], [-7.8100, -14.1120, -5.2970], [-8.2920, -14.6190, -5.9170], [-8.5020, -13.5540, -4.9570], [-5.4690, -13.3790, -7.4790], [-5.3780, -12.4290, -7.7870], [-6.2980, -13.8000, -7.8690], [-5.2460, -13.7550, -3.9500], [-4.4600, -13.2970, -4.1840], [-5.3370, -14.3050, -4.6870]],
  "mulliken_charge": [-0.692, 0.409, 0.308, -0.673, 0.335, 0.358, -0.589, 0.359, 0.279, -0.635, 0.248, 0.447, -0.787, 0.363, 0.307, -0.640, 0.320, 0.273, -0.560, 0.286, 0.385, -0.759, 0.451, 0.280, -0.607, 0.295, 0.401, 0.266, 0.040, -0.214, -0.584, 0.214, 0.297, -0.432, 0.277, 0.236, -0.716, 0.264, 0.238, -0.634, 0.330, 0.254],
  "energy_ha": -1070.13065,
  "relative_energy_kj_mol": 184.62,
  "mol_weight_g_mol": 252.21
}